This record from OMol25 describes a molecular structure, C40H38N4O6P2PbS3. The level of theory is the ωB97M-V functional and the def2-TZVPD basis.

As for the spin multiplicity: 1. Its energy above the lowest of the compared OMol25 structures with the same formula, charge and spin is 84.2 kJ/mol. Its total charge is 0. As for the highest occupied orbital energy: -7.79 eV. Its HOMO-LUMO gap is 7.6 eV.

Each line ends with the Mulliken charge.
Positions of all 94 atoms, in Å:
Pb1 -0.193747 0.138471 -0.645613  1.549
C1 -1.736941 3.542530 -3.012076  -1.614
C2 -1.809129 3.151008 -1.563287  0.893
N1 -2.546601 2.193782 -1.140065  -0.173
N2 -3.314170 1.535396 -2.024978  -0.300
C3 -4.133198 0.525944 -1.587469  0.386
N3 -4.736005 -0.108374 -2.619792  -0.430
S1 -4.409278 0.156634 0.002484  -0.330
C4 -1.088807 3.901477 -0.491518  0.595
C5 -0.408021 5.088446 -0.752315  -0.712
C6 0.100357 5.821168 0.310337  -0.685
C7 -0.082583 5.354624 1.598169  -0.960
C8 -0.734989 4.138708 1.757582  -0.152
N4 -1.211019 3.421814 0.752192  0.147
H1 -2.719772 3.870966 -3.360963  0.371
H2 -1.440887 2.683534 -3.621421  0.289
H3 -1.027740 4.338798 -3.209129  0.408
H4 -3.100550 1.567359 -3.017932  0.288
H5 -4.286818 -0.096016 -3.532487  0.225
H6 -5.229821 -0.948998 -2.366308  0.280
H7 -0.296825 5.463340 -1.757725  0.191
H8 0.618907 6.753234 0.126942  0.426
H9 0.280184 5.900438 2.457907  0.472
H10 -0.878409 3.717876 2.746919  0.584
C9 1.594048 -0.856230 2.933340  -1.651
C10 2.741443 -0.958906 1.918859  -1.267
P1 2.118967 -1.449948 0.243941  1.422
C11 2.164008 -3.262940 0.372558  0.905
C12 3.199345 -4.012896 -0.178294  -0.776
C13 3.230436 -5.387356 0.000451  -0.733
C14 2.232292 -6.018142 0.729276  -0.628
C15 1.192063 -5.275698 1.267017  -0.826
C16 1.152839 -3.903292 1.083132  -0.403
C17 3.426397 -1.017015 -0.933432  0.284
C18 4.713114 -0.629956 -0.568222  -0.387
C19 5.638292 -0.284969 -1.543720  -0.722
C20 5.285745 -0.330484 -2.884510  -0.470
C21 4.005698 -0.720010 -3.255571  -1.012
C22 3.074657 -1.056589 -2.285885  -0.407
P2 0.363212 0.377330 2.320401  0.758
C23 -0.992518 0.418653 3.514019  0.555
C24 -0.875255 -0.011032 4.835854  -0.277
C25 -1.972455 0.033973 5.681439  -0.730
C26 -3.190810 0.507524 5.211299  -0.583
C27 -3.315127 0.929722 3.896102  -0.902
C28 -2.221477 0.882122 3.043955  -0.368
C29 1.352255 1.892280 2.594648  0.387
C30 1.473022 2.493668 3.845189  -0.616
C31 2.302735 3.590802 4.017435  -0.639
C32 3.027654 4.092999 2.943920  -0.707
C33 2.914860 3.501618 1.695455  -0.902
C34 2.075019 2.410783 1.523241  0.133
H11 1.989683 -0.524228 3.896832  0.720
H12 1.103664 -1.820056 3.083102  0.598
H13 3.477112 -1.698250 2.242848  0.767
H14 3.244549 0.008318 1.843519  0.600
H15 3.977481 -3.528378 -0.753921  0.386
H16 4.032901 -5.966324 -0.436596  0.426
H17 2.255219 -7.091632 0.860969  0.394
H18 0.390798 -5.765768 1.802513  0.443
H19 0.302948 -3.343330 1.453372  0.203
H20 5.006183 -0.604588 0.473599  0.384
H21 6.636871 0.014848 -1.254465  0.433
H22 6.009965 -0.061434 -3.641878  0.395
H23 3.723174 -0.758491 -4.298356  0.510
H24 2.078825 -1.370277 -2.583702  0.517
H25 0.068236 -0.392060 5.206846  0.361
H26 -1.879235 -0.305428 6.704687  0.415
H27 -4.047290 0.535357 5.871798  0.390
H28 -4.264437 1.282362 3.516647  0.478
H29 -2.338855 1.206688 2.013577  0.350
H30 0.901897 2.113904 4.683652  0.414
H31 2.385598 4.055158 4.991362  0.429
H32 3.676086 4.948272 3.081477  0.412
H33 3.469853 3.893208 0.853138  0.499
H34 1.985131 1.966121 0.537223  0.331
O1 -1.205051 -4.055815 -0.673963  -0.638
S2 -1.148091 -2.760904 -1.289808  1.494
O2 -1.503632 -1.677061 -0.296184  -0.637
O3 0.098680 -2.391002 -1.942058  -0.529
C35 -2.431335 -2.782722 -2.541703  0.013
C36 -3.425988 -3.728503 -2.307532  -0.462
C37 -4.400642 -3.987698 -3.254939  -0.862
C38 -4.365113 -3.324616 -4.469962  -0.539
C39 -3.400301 -2.358830 -4.696235  -0.719
C40 -2.445024 -2.050048 -3.731108  -0.194
S3 -1.440359 -0.610453 -4.144905  1.199
O4 -2.378669 0.256644 -4.849564  -0.816
O5 -0.293016 -1.045668 -4.889385  -0.811
O6 -1.113210 0.003734 -2.842169  -0.347
H35 -3.400448 -4.282526 -1.380983  0.536
H36 -5.166116 -4.724592 -3.052926  0.411
H37 -5.096880 -3.544754 -5.235960  0.403
H38 -3.395748 -1.797346 -5.620209  0.456

Atomic forces in eV per Å
-0.154 -0.006 -0.100
0.011 -0.040 0.016
0.051 -0.111 -0.068
-0.023 0.070 -0.040
-0.064 0.117 0.012
-0.029 0.065 -0.029
0.073 -0.137 -0.079
-0.039 -0.032 -0.040
-0.055 0.026 -0.045
-0.019 0.003 0.039
-0.005 -0.013 0.022
0.021 0.014 -0.012
-0.003 0.015 0.000
0.065 -0.014 0.033
-0.008 -0.006 -0.007
-0.026 -0.017 0.008
0.008 0.010 0.029
0.067 -0.007 0.000
-0.122 0.049 0.143
0.019 0.012 -0.055
-0.007 -0.011 -0.023
0.005 0.010 -0.001
-0.006 -0.005 0.005
-0.009 0.013 0.018
0.035 0.094 0.029
0.067 -0.087 -0.043
0.029 -0.110 0.166
0.029 0.060 0.001
0.016 -0.020 0.013
-0.006 0.019 -0.007
-0.024 0.012 0.013
0.026 -0.017 -0.008
0.006 0.018 0.010
-0.014 0.033 0.002
0.014 -0.010 -0.009
-0.001 -0.001 0.015
-0.009 -0.001 -0.019
0.020 0.011 0.019
0.002 -0.008 -0.003
-0.022 0.006 -0.009
0.065 0.015 0.093
-0.019 -0.010 -0.008
0.001 0.005 -0.009
-0.007 -0.001 0.002
0.030 -0.003 0.002
-0.019 0.065 -0.027
-0.004 -0.074 0.058
-0.022 0.024 -0.022
0.001 0.018 -0.016
0.004 0.008 0.021
-0.012 -0.001 -0.015
0.024 -0.006 -0.021
-0.003 -0.075 0.014
-0.038 0.003 -0.059
0.017 0.054 0.050
-0.006 -0.020 -0.048
0.007 0.007 -0.001
0.017 -0.012 -0.008
0.000 -0.020 0.003
-0.017 -0.009 0.008
-0.002 0.017 0.012
-0.011 0.005 0.016
0.015 0.006 0.003
0.012 0.002 -0.013
-0.007 0.001 -0.034
0.004 0.004 0.000
0.016 -0.004 0.007
0.001 -0.004 0.009
-0.017 0.003 0.008
-0.026 0.004 -0.002
0.024 -0.028 0.003
-0.008 -0.021 0.020
0.001 0.006 0.016
0.010 0.010 0.003
0.005 0.002 -0.011
0.005 -0.009 -0.011
-0.032 0.045 -0.023
0.014 0.079 0.015
0.062 0.003 -0.108
-0.035 -0.042 -0.026
0.022 -0.073 -0.007
0.037 -0.019 -0.023
-0.006 -0.009 0.022
-0.023 0.012 -0.020
0.026 0.024 0.003
-0.024 0.015 -0.022
-0.008 -0.155 -0.015
-0.070 0.014 0.056
-0.048 -0.003 -0.006
0.138 0.146 0.118
-0.005 -0.006 0.007
-0.003 -0.014 0.013
-0.004 0.010 -0.014
-0.006 0.009 -0.009

---

This record from OMol25 describes a molecular structure, C40H38O3P2Sn at a distorted geometry. The level of theory is the ωB97M-V functional and the def2-TZVPD basis.

As for the spin multiplicity: 1. Its total charge is +4. As for the highest occupied orbital energy: -19.09 eV. Its HOMO-LUMO gap is 4.6 eV.

Each line ends with the Mulliken charge.
Positions of all 84 atoms, in Å:
Sn1 0.505514 -0.030929 0.558555  1.778
O1 -1.281281 -0.138858 -1.443590  0.250
C1 -0.861706 -0.452575 -2.746345  0.052
C2 -1.680789 -1.148601 -3.622276  -0.430
C3 -1.271864 -1.378453 -4.927194  -0.742
C4 -0.049734 -0.898598 -5.370687  -0.931
C5 0.810382 -0.279605 -4.480207  -0.287
C6 0.422992 -0.080659 -3.151203  -0.005
P1 1.672618 0.556717 -1.983572  0.835
C7 3.207180 -0.349203 -2.182403  1.052
C8 3.198377 -1.642464 -2.727372  -0.661
C9 4.384529 -2.338295 -2.844316  -0.835
C10 5.573433 -1.784965 -2.371787  -0.524
C11 5.581613 -0.509936 -1.809596  -0.927
C12 4.402505 0.198560 -1.685806  -0.640
C13 1.825607 2.358928 -2.073253  0.912
C14 0.841566 3.134913 -1.447570  0.007
C15 0.880298 4.510653 -1.542674  -0.969
C16 1.911946 5.121494 -2.253149  -0.606
C17 2.875746 4.351438 -2.890445  -0.822
C18 2.854100 2.969795 -2.797869  -0.240
C19 -2.631897 0.225447 -1.286961  -0.144
C20 -3.378617 0.808107 -2.299145  -0.242
C21 -4.713262 1.123514 -2.080969  -0.833
C22 -5.308982 0.865587 -0.856066  -0.952
C23 -4.551403 0.355924 0.183546  -0.679
C24 -3.205210 0.039532 -0.022956  0.519
P2 -2.201447 -0.618477 1.339075  0.630
C25 -2.637195 0.194634 2.876226  1.109
C26 -2.601091 -0.508986 4.090722  -0.746
C27 -2.907638 0.153408 5.263834  -0.761
C28 -3.181772 1.520160 5.250718  -0.513
C29 -3.197907 2.226153 4.046386  -0.828
C30 -2.907654 1.573955 2.866530  -0.765
C31 -2.318724 -2.429987 1.458171  0.861
C32 -3.583028 -2.963400 1.715040  -0.254
C33 -3.705340 -4.336050 1.852759  -0.751
C34 -2.603667 -5.166254 1.733288  -0.605
C35 -1.349367 -4.629006 1.465345  -0.865
C36 -1.207951 -3.259768 1.328067  0.115
H1 -2.644043 -1.499501 -3.285237  0.676
H2 -1.916647 -1.928612 -5.595063  0.506
H3 0.255399 -1.044707 -6.396265  0.486
H4 1.784522 0.050391 -4.810960  0.601
H5 2.277833 -2.085241 -3.080580  0.434
H6 4.390975 -3.316826 -3.296702  0.500
H7 6.491493 -2.352639 -2.428880  0.490
H8 6.508224 -0.076786 -1.463037  0.484
H9 4.402388 1.180871 -1.230219  0.570
H10 0.042070 2.644997 -0.882451  0.104
H11 0.125825 5.114157 -1.061434  0.495
H12 1.967923 6.200245 -2.290715  0.462
H13 3.658409 4.832267 -3.462013  0.488
H14 3.602749 2.375979 -3.302348  0.526
H15 -2.929465 1.020542 -3.256401  0.680
H16 -5.282315 1.581226 -2.877223  0.498
H17 -6.356164 1.085081 -0.706751  0.503
H18 -5.001218 0.190149 1.150557  0.547
H19 -2.373400 -1.566950 4.106591  0.466
H20 -2.923670 -0.387706 6.197712  0.511
H21 -3.372584 2.039826 6.178868  0.486
H22 -3.419320 3.283032 4.044247  0.492
H23 -2.903598 2.118962 1.929560  0.580
H24 -4.442668 -2.316052 1.809048  0.461
H25 -4.680643 -4.753160 2.061984  0.470
H26 -2.714491 -6.235877 1.845537  0.468
H27 -0.493523 -5.279225 1.371978  0.474
H28 -0.219011 -2.828245 1.121179  -0.236
C37 0.923214 2.526486 3.043632  -0.793
O2 1.620738 1.610361 2.192152  -0.322
C38 2.839068 1.098101 2.755926  -0.457
C39 2.638678 -0.347249 3.185330  -0.548
O3 2.297836 -1.138525 2.038372  -0.240
C40 3.295239 -2.099782 1.675647  -0.785
H29 1.537735 3.417836 3.199293  0.322
H30 0.673231 2.077182 4.007896  0.383
H31 0.004688 2.803932 2.521739  0.267
H32 3.157346 1.710228 3.602141  0.500
H33 3.599150 1.148650 1.970522  0.201
H34 1.808694 -0.416710 3.894120  0.257
H35 3.542948 -0.730365 3.657939  0.480
H36 3.387744 -2.849290 2.463313  0.317
H37 4.262742 -1.620674 1.517245  0.390
H38 2.965019 -2.580231 0.752894  0.243

Atomic forces in eV per Å
0.593 0.240 0.507
-0.071 0.020 0.008
0.198 -0.290 -0.499
0.035 -0.008 0.318
0.058 0.068 0.141
0.169 0.011 -0.016
0.087 0.023 0.006
-0.050 0.061 1.076
0.512 0.254 -0.918
-0.716 0.398 0.435
-0.106 -0.080 -0.153
0.011 -0.020 0.093
-0.125 0.077 -0.026
-0.046 0.060 0.114
0.039 0.189 0.001
-0.147 -0.648 0.535
-0.154 -0.260 0.127
0.015 -0.041 0.057
0.004 -0.121 0.043
0.095 0.106 -0.073
0.021 -0.232 -0.008
-0.431 0.272 0.086
0.352 -0.005 0.098
0.119 -0.031 0.112
-0.070 -0.038 0.100
-0.040 0.114 0.091
1.135 -0.122 0.138
-1.058 -0.306 0.655
0.539 -0.262 -0.767
-0.060 -0.196 0.027
0.087 -0.020 0.021
-0.004 -0.091 -0.168
0.127 0.001 -0.019
-0.091 0.175 -0.173
0.630 0.629 -0.091
0.095 0.175 -0.054
-0.357 0.071 0.059
0.233 0.026 -0.053
-0.006 -0.015 -0.011
0.345 0.282 -0.066
-0.094 -0.043 -0.030
-0.071 -0.023 -0.075
0.029 0.015 -0.056
0.107 -0.040 -0.061
-0.029 -0.037 -0.061
-0.020 -0.131 -0.035
0.063 0.001 -0.089
0.055 0.019 0.038
0.067 0.044 -0.011
0.033 0.172 -0.126
-0.054 0.037 0.039
-0.023 0.039 -0.097
0.017 -0.009 0.004
0.083 0.021 -0.032
-0.004 0.016 -0.079
-0.044 -0.002 -0.046
-0.036 0.001 0.058
-0.066 0.057 0.117
-0.016 -0.036 0.017
0.019 -0.055 0.067
-0.091 0.005 0.055
-0.038 0.062 -0.020
-0.081 0.055 0.002
-0.162 -0.048 0.043
-0.028 -0.037 0.001
-0.030 -0.019 0.011
0.078 -0.042 -0.019
-0.213 -0.204 0.112
-0.493 0.495 0.207
-0.420 -0.851 -0.954
0.416 -0.628 -0.043
-0.187 0.713 0.281
-1.076 0.571 -0.609
0.346 -0.529 -0.359
-0.071 -0.133 -0.058
0.057 -0.066 -0.088
0.104 0.045 0.117
-0.093 0.039 -0.075
-0.019 0.078 0.103
0.090 -0.070 0.018
-0.012 -0.072 -0.041
-0.073 0.049 -0.031
-0.064 0.062 -0.038
0.075 0.015 0.092